C4H7ClS2 in the gas phase. Source: the OMol25 dataset; level of theory: the ωB97M-V functional and the def2-TZVPD basis.

The geometry in ORCA input format:
```
! wB97M-V def2-TZVPD RIJCOSX def2/J DEFGRID3
* xyz 0 1
C 1.621 -0.629 0.311
C 0.342 -0.127 -0.276
Cl 0.381 -0.188 -2.071
C -0.933 -0.410 0.470
S -2.508 -0.862 -0.267
C -0.327 1.007 0.450
S -1.288 2.345 -0.228
H 2.488 -0.004 0.070
H 1.600 -0.591 1.401
H 1.925 -1.597 -0.088
H -0.792 -0.925 1.438
H -2.010 -1.748 -1.116
H 0.195 1.345 1.374
H -0.696 2.386 -1.470
*
```

Summary:
**Energy relative to the best compared isomer or geometry (same formula, charge and spin)**: 81.6 kJ/mol
**Gap between HOMO and LUMO**: 9.7 eV
**SMILES**: C[C@@]1(Cl)[C@H](S)[C@@H]1S
**Lowest unoccupied orbital energy**: 0.613 eV
**Strongest force on any atom**: 1.2 eV/Å

***

FHN2O3 in the gas phase. Source: the OMol25 dataset; level of theory: the ωB97M-V functional and the def2-TZVPD basis.

The geometry in ORCA input format:
```
! wB97M-V def2-TZVPD RIJCOSX def2/J DEFGRID3
* xyz 0 1
O -0.792 1.538 0.068
N -0.986 0.370 0.072
O -2.017 -0.252 0.071
N 0.345 -0.393 0.279
O 1.416 -0.090 -0.507
F -0.051 -1.690 -0.031
H 2.085 0.518 0.047
*
```

Summary:
**Energy relative to the best compared isomer or geometry (same formula, charge and spin)**: 173.1 kJ/mol
**Gap between HOMO and LUMO**: 10.8 eV
**SMILES**: O=[N+]([O-])N(O)F
**Lowest unoccupied orbital energy**: -0.094 eV
**Strongest force on any atom**: 3.5 eV/Å

***

3 unconnected molecules or ions with the total composition C4H11O2S. Source: the OMol25 dataset; level of theory: the ωB97M-V functional and the def2-TZVPD basis.

The geometry in ORCA input format:
```
! wB97M-V def2-TZVPD RIJCOSX def2/J DEFGRID3
* xyz -1 1
C 1.751 -0.583 -0.456
O 1.188 -1.708 0.064
C 1.308 0.725 0.235
C -0.176 1.044 0.125
C -1.082 0.382 1.154
S -2.820 0.831 0.999
H 1.529 -0.456 -1.540
H 2.863 -0.581 -0.457
H 1.660 0.681 1.271
H 1.875 1.576 -0.230
H -0.377 2.108 0.167
H -0.545 0.710 -0.855
H -0.780 0.711 2.167
H -1.033 -0.724 1.114
H -2.547 0.392 -0.938
H -1.657 -1.362 -0.779
H -0.151 -1.885 -0.753
O -1.007 -1.861 -1.289
*
```

Summary:
**Energy relative to the best compared isomer or geometry (same formula, charge and spin)**: 251.4 kJ/mol
**Gap between HOMO and LUMO**: 5.8 eV
**Lowest unoccupied orbital energy**: 2.370 eV
**Strongest force on any atom**: 4.1 eV/Å

***

A gas-phase ion, C9H11N2OS (charge +1). Source: the OMol25 dataset; level of theory: the ωB97M-V functional and the def2-TZVPD basis.

The geometry in ORCA input format:
```
! wB97M-V def2-TZVPD RIJCOSX def2/J DEFGRID3
* xyz 1 1
C -3.375 0.217 -0.578
C -2.815 -1.020 -0.622
C -2.598 1.279 -0.220
C -1.531 -1.264 -0.226
C -1.239 1.192 0.112
C -0.708 -0.119 0.135
C 2.742 0.640 0.006
C 1.262 -1.271 -0.796
C 0.718 -0.478 0.369
N 1.620 0.599 0.708
N 3.565 1.604 0.267
O 0.638 -1.668 1.677
S 2.990 -0.634 -1.107
H -4.431 0.146 -0.830
H -3.368 -1.846 -1.147
H -3.050 2.325 0.017
H -0.893 -2.143 -0.376
H -0.814 2.160 0.392
H 1.363 -2.389 -0.574
H 0.693 -1.136 -1.648
H 1.475 1.279 1.485
H 3.187 2.563 0.480
H 4.537 1.412 0.094
H 0.033 -1.447 2.381
*
```

Summary:
**Energy relative to the best compared isomer or geometry (same formula, charge and spin)**: 0.0 kJ/mol
**Gap between HOMO and LUMO**: 8.8 eV
**Lowest unoccupied orbital energy**: -3.787 eV
**Strongest force on any atom**: 4.3 eV/Å

***

2 unconnected molecules or ions with the total composition C2F4. Source: the OMol25 dataset; level of theory: the ωB97M-V functional and the def2-TZVPD basis.

The geometry in ORCA input format:
```
! wB97M-V def2-TZVPD RIJCOSX def2/J DEFGRID3
* xyz 0 3
C 1.667 -0.041 0.595
C -1.166 -0.181 -0.123
F 1.796 -0.829 -0.413
F 1.606 1.197 0.074
F -1.823 0.941 -0.183
F -2.081 -1.088 0.049
*
```

Summary:
**Gap between HOMO and LUMO (spin up / spin down)**: 5.5 / 5.9 eV
**Lowest unoccupied orbital energy (spin up / spin down)**: -1.512 / -4.305 eV
**⟨S²⟩**: 2.011
**Strongest force on any atom**: 3.0 eV/Å

***

A molecular structure, C18H21ClN5O7ReS. Source: the OMol25 dataset; level of theory: the ωB97M-V functional and the def2-TZVPD basis.

The geometry in ORCA input format:
```
! wB97M-V def2-TZVPD RIJCOSX def2/J DEFGRID3
* xyz -1 2
Re 0.327 -0.238 -1.058
O 4.971 3.648 1.438
C 4.655 2.855 0.383
O 5.495 2.523 -0.394
C 3.226 2.469 0.274
C 2.109 3.208 0.614
Cl 1.997 4.786 1.265
N 0.996 2.528 0.263
N 1.361 1.348 -0.288
C 2.686 1.289 -0.291
C 3.225 -0.030 -0.794
O 4.399 -0.277 -0.849
O 2.256 -0.862 -1.133
C -0.371 2.953 0.328
C -0.904 3.343 1.545
C -2.216 3.782 1.596
C -2.987 3.797 0.439
C -2.441 3.380 -0.767
C -1.119 2.965 -0.835
H 4.198 3.818 1.991
H -0.305 3.284 2.444
H -2.644 4.081 2.543
H -4.019 4.121 0.483
H -3.042 3.375 -1.666
H -0.689 2.611 -1.765
O -0.128 0.573 -2.518
C 1.493 -2.441 -3.606
N 0.452 -3.367 -3.190
C -0.447 -3.126 -2.233
N -1.299 -4.169 -1.913
O -0.643 -2.016 -1.704
H 1.994 -2.880 -4.468
H 2.218 -2.269 -2.815
H 1.051 -1.490 -3.903
H 0.568 -4.331 -3.447
H -0.835 -5.070 -1.907
H -1.698 -4.001 -0.997
S 1.291 -4.045 0.208
C 0.323 -5.141 1.013
N -0.354 -5.903 1.577
C -2.633 0.068 1.953
C -1.571 -0.893 1.440
C -0.681 -1.362 2.585
C -2.244 -2.096 0.796
O -0.741 -0.115 0.569
H -3.299 -0.435 2.658
H -3.227 0.460 1.126
H -2.158 0.910 2.460
H -1.265 -1.897 3.336
H -0.200 -0.501 3.055
H 0.086 -2.039 2.205
H -2.918 -2.567 1.516
H -1.484 -2.821 0.521
H -2.815 -1.794 -0.082
*
```

Summary:
**Energy relative to the best compared isomer or geometry (same formula, charge and spin)**: 126.4 kJ/mol
**Gap between HOMO and LUMO (spin up / spin down)**: 5.8 / 6.4 eV
**Lowest unoccupied orbital energy (spin up / spin down)**: 1.957 / 1.956 eV
**⟨S²⟩**: 0.756
**Strongest force on any atom**: 0.5 eV/Å